{
  "formula": "C71H86BrClN2O2",
  "method": "the ωB97M-V functional and the def2-TZVPD basis",
  "lumo_ev": -0.5,
  "smiles": "CCCCCC[N@H+]1C[C@H](C[C@H](C)Cl)N[C@@H](C(=O)[O-])[C@@H]1[C@H](Br)CC.c1ccccc1.c1ccccc1.c1ccccc1.c1ccccc1.c1ccccc1.c1ccccc1.c1ccccc1.c1ccccc1.c1ccccc1",
  "energy_ha": -6050.8822,
  "homo_lumo_gap_ev": 7.10,
  "homo_ev": -7.60,
  "elements": ["C", "C", "C", "C", "C", "C", "N", "C", "C", "C", "C", "C", "Cl", "N", "C", "C", "O", "O", "C", "C", "Br", "C", "C", "H", "H", "H", "H", "H", "H", "H", "H", "H", "H", "H", "H", "H", "H", "H", "H", "H", "H", "H", "H", "H", "H", "H", "H", "H", "H", "H", "H", "H", "H", "H", "H", "C", "C", "C", "C", "C", "C", "H", "H", "H", "H", "H", "H", "C", "C", "C", "C", "C", "C", "H", "H", "H", "H", "H", "H", "C", "C", "C", "C", "C", "C", "H", "H", "H", "H", "H", "H", "C", "C", "C", "C", "C", "C", "H", "H", "H", "H", "H", "H", "C", "C", "C", "C", "C", "C", "H", "H", "H", "H", "H", "H", "C", "C", "C", "C", "C", "C", "H", "H", "H", "H", "H", "H", "C", "C", "C", "C", "C", "C", "H", "H", "H", "H", "H", "H", "C", "C", "C", "C", "C", "C", "H", "H", "H", "H", "H", "H", "C", "C", "C", "C", "C", "C", "H", "H", "H", "H", "H", "H"],
  "positions_angstrom": [[7.23897, -1.39798, 0.40675], [5.94247, -2.34138, 0.76688], [5.14520, -1.79579, 2.09325], [4.07552, -0.64630, 1.62235], [4.52437, 0.89721, 1.94564], [3.33953, 2.00827, 1.54628], [2.83711, 1.85346, 0.12797], [1.51256, 1.10581, 0.00849], [0.29570, 2.02081, 0.61626], [-1.16669, 1.27768, 0.67966], [-1.11123, -0.34728, 0.88822], [-1.09497, -1.06079, -0.59538], [-2.59698, -1.04902, 1.78708], [0.14207, 3.23451, -0.27306], [1.41573, 4.03936, -0.40256], [1.72659, 5.03290, 0.88314], [1.18079, 4.92783, 2.09750], [2.65921, 6.16058, 0.63295], [2.77438, 3.15972, -0.66234], [3.12244, 2.86651, -2.23901], [4.26822, 4.44050, -2.84859], [1.82601, 2.81786, -3.24032], [2.13730, 1.73607, -4.47731], [7.94592, -2.01877, -0.32543], [6.90163, -0.45208, -0.19956], [7.84009, -1.08879, 1.37954], [5.26454, -2.41174, -0.20401], [6.36290, -3.40713, 1.03518], [5.84696, -1.37971, 2.93217], [4.52205, -2.69712, 2.53236], [3.93220, -0.77185, 0.44653], [3.01561, -0.92981, 2.08637], [4.61070, 0.97760, 3.13301], [5.58169, 1.19032, 1.52970], [2.49345, 1.83982, 2.37152], [3.81130, 3.05672, 1.79243], [3.54910, 1.24783, -0.37491], [1.62194, 0.04445, 0.48913], [1.31297, 0.99741, -1.16334], [0.50344, 2.43687, 1.71238], [-1.72031, 1.72029, 1.63895], [-1.76020, 1.53187, -0.29628], [-0.16906, -0.74212, 1.46817], [-1.02798, -2.23667, -0.51873], [-2.06979, -0.74536, -1.17796], [-0.18739, -0.72115, -1.26691], [-0.55116, 3.85786, 0.19587], [1.25441, 4.77086, -1.33180], [3.67885, 3.81849, -0.24513], [3.78153, 1.92000, -2.43578], [1.76145, 3.87758, -3.77747], [0.80942, 2.54205, -2.73085], [2.04380, 0.61828, -4.13499], [3.20495, 1.88217, -4.94869], [1.36364, 1.94337, -5.34616], [-4.51901, 0.91240, -1.25592], [-5.73894, 0.27160, -1.47030], [-6.71518, 0.87562, -2.26206], [-6.47309, 2.12366, -2.83654], [-5.25671, 2.76870, -2.61456], [-4.27895, 2.16302, -1.82587], [-3.75598, 0.43847, -0.64446], [-5.92872, -0.69981, -1.02059], [-7.66450, 0.37436, -2.43170], [-7.23245, 2.59333, -3.45554], [-5.07009, 3.74405, -3.05731], [-3.33020, 2.66476, -1.65491], [2.58734, -5.27404, 2.22205], [1.31899, -4.70298, 2.32192], [0.46878, -5.06883, 3.36503], [0.88552, -6.00990, 4.30681], [2.15036, -6.58789, 4.20164], [3.00207, -6.21928, 3.16068], [3.25212, -4.98379, 1.41301], [0.99311, -3.97151, 1.58663], [-0.51833, -4.62103, 3.44449], [0.22438, -6.29322, 5.12106], [2.47310, -7.32573, 4.93210], [3.98860, -6.66805, 3.08021], [-6.23647, -2.89275, -3.84516], [-6.44342, -4.25180, -4.07962], [-5.37296, -5.14298, -4.01131], [-4.09341, -4.67422, -3.71253], [-3.88476, -3.31384, -3.48722], [-4.95589, -2.42310, -3.55181], [-7.07195, -2.19957, -3.89185], [-7.44002, -4.61688, -4.31498], [-5.53524, -6.20257, -4.19073], [-3.25970, -5.36862, -3.65669], [-2.88658, -2.94744, -3.26021], [-4.79354, -1.36334, -3.37389], [-2.28650, -9.35142, -2.49916], [-2.47539, -7.98000, -2.33080], [-1.45233, -7.19419, -1.80107], [-0.24066, -7.78091, -1.43523], [-0.05507, -9.15386, -1.59493], [-1.07677, -9.93915, -2.12816], [-3.08142, -9.96234, -2.91819], [-3.42048, -7.52305, -2.61346], [-1.59869, -6.12486, -1.67319], [0.55750, -7.16856, -1.02492], [0.88702, -9.61231, -1.30435], [-0.93114, -11.00867, -2.25473], [-9.41684, 7.11722, -2.52319], [-8.06909, 7.47541, -2.53191], [-7.11607, 6.62114, -1.97808], [-7.51149, 5.40939, -1.41103], [-8.86032, 5.05540, -1.39397], [-9.81300, 5.90794, -1.95116], [-10.15841, 7.78000, -2.96081], [-7.76108, 8.42082, -2.97147], [-6.06541, 6.89908, -1.98812], [-6.76898, 4.74245, -0.98179], [-9.16941, 4.11379, -0.94677], [-10.86382, 5.63086, -1.93989], [-0.47635, -13.31892, 1.64443], [-1.25159, -12.19189, 1.37311], [-0.73796, -10.91741, 1.61113], [0.55056, -10.76973, 2.12506], [1.32239, -11.89702, 2.40515], [0.81021, -13.17147, 2.16361], [-0.87434, -14.31164, 1.45256], [-2.25667, -12.30688, 0.97501], [-1.34117, -10.03921, 1.39634], [0.95197, -9.77689, 2.30818], [2.32442, -11.78234, 2.81127], [1.41268, -14.04978, 2.37972], [11.20723, -2.13081, -2.49220], [12.33465, -2.80003, -2.01694], [12.86106, -2.47962, -0.76594], [12.26218, -1.48600, 0.00884], [11.14027, -0.81028, -0.47040], [10.61155, -1.13327, -1.71981], [10.79330, -2.38536, -3.46410], [12.80298, -3.57258, -2.62169], [13.73769, -3.00376, -0.39442], [12.67050, -1.23793, 0.98461], [10.67690, -0.03174, 0.13068], [9.73586, -0.60823, -2.09213], [-3.73579, 7.29594, 2.35382], [-3.94274, 5.93689, 2.11936], [-2.87228, 5.04570, 2.18767], [-1.59274, 5.51446, 2.48644], [-1.38409, 6.87485, 2.71175], [-2.45521, 7.76558, 2.64716], [-4.57127, 7.98912, 2.30713], [-4.93934, 5.57180, 1.88400], [-3.03457, 3.98612, 2.00824], [-0.75902, 4.82007, 2.54228], [-0.38591, 7.24125, 2.93876], [-2.29287, 8.82535, 2.82508], [-2.29277, 12.36354, 2.54505], [-1.16535, 11.69432, 3.02032], [-0.63894, 12.01473, 4.27131], [-1.23782, 13.00835, 5.04609], [-2.35973, 13.68407, 4.56685], [-2.88845, 13.36108, 3.31744], [-2.70670, 12.10899, 1.57315], [-0.69702, 10.92177, 2.41557], [0.23769, 11.49058, 4.64284], [-0.82950, 13.25642, 6.02186], [-2.82310, 14.46261, 5.16794], [-3.76414, 13.88612, 2.94513]],
  "forces_ev_per_a": [[0.0, -0.6, -0.6], [1.2, 0.1, 0.7], [-0.9, -0.2, -0.9], [-0.3, -0.2, -0.5], [-0.8, -0.2, 1.0], [1.4, -0.5, 3.6], [0.2, -0.6, -0.4], [-1.7, -0.3, -0.7], [-0.2, 0.3, 0.8], [-0.2, -0.3, 1.1], [1.0, -0.4, -1.8], [-0.1, -0.2, -0.3], [1.3, 0.9, -0.7], [1.0, -0.5, 0.7], [0.4, 1.1, 0.1], [2.7, 5.6, 3.3], [2.0, -1.1, -5.8], [-4.6, -6.6, 0.3], [1.2, 2.1, -0.7], [-1.1, 0.0, -0.2], [-0.7, -1.3, 0.4], [0.8, -0.1, -1.6], [-0.3, 0.4, -0.2], [-1.4, 1.4, 1.7], [0.7, -1.6, 1.3], [-1.3, -0.6, -2.1], [1.2, 0.0, 2.3], [-0.9, 2.0, -0.7], [-1.2, -0.9, -1.7], [1.3, 1.9, -0.8], [0.3, 0.2, 2.3], [2.2, 1.0, -0.8], [-0.2, 0.0, -2.6], [-2.1, -0.7, 0.5], [1.6, 0.5, -2.3], [-1.3, -1.9, -1.1], [-0.9, 0.9, 0.8], [-0.2, 2.2, -0.8], [0.5, 0.2, 2.6], [0.0, -1.3, -2.1], [1.1, -0.8, -2.3], [1.1, -0.5, 1.9], [-2.0, 1.1, -0.8], [-0.3, 2.4, 0.0], [1.9, -0.8, 1.2], [-1.7, -0.5, 1.5], [0.7, -0.5, -0.4], [0.7, -1.6, 2.1], [-2.2, -1.3, -0.9], [-1.1, 1.7, 0.7], [-0.1, -2.3, 1.4], [2.1, 0.7, -0.7], [0.1, 2.1, -0.6], [-2.0, -0.1, 1.1], [1.5, -0.6, 1.8], [-0.1, 0.1, -0.1], [0.0, 0.1, 0.0], [0.2, 0.1, 0.0], [0.1, -0.1, 0.1], [0.0, -0.1, 0.0], [-0.2, -0.1, 0.0], [-0.2, 0.1, 0.0], [0.0, 0.1, -0.1], [0.1, 0.1, 0.0], [0.1, 0.0, 0.1], [0.0, -0.1, 0.1], [-0.1, 0.0, 0.0], [-0.1, -0.1, 0.1], [0.1, -0.1, 0.1], [0.1, -0.1, 0.0], [0.1, 0.1, -0.2], [0.0, 0.1, -0.1], [-0.1, 0.1, 0.0], [-0.1, -0.1, 0.1], [0.0, -0.1, 0.1], [0.1, -0.1, 0.0], [0.1, 0.0, -0.1], [-0.1, 0.1, -0.1], [-0.1, 0.1, 0.0], [0.2, -0.1, 0.0], [0.1, 0.1, 0.1], [0.1, 0.2, 0.0], [-0.2, 0.1, 0.0], [-0.2, -0.1, 0.0], [0.0, -0.1, -0.1], [0.1, -0.1, 0.0], [0.2, 0.1, 0.0], [0.0, 0.1, 0.0], [-0.1, 0.1, 0.0], [-0.1, 0.0, 0.0], [0.0, -0.2, 0.0], [0.2, 0.1, 0.1], [0.1, -0.1, 0.0], [0.0, -0.2, 0.0], [-0.2, -0.1, -0.1], [-0.1, 0.1, -0.1], [-0.1, 0.2, 0.0], [0.1, 0.1, 0.1], [0.1, -0.1, 0.1], [0.0, -0.1, 0.0], [-0.1, -0.1, 0.0], [-0.2, 0.1, 0.0], [0.0, 0.2, 0.0], [0.1, -0.1, 0.1], [-0.1, -0.1, 0.0], [-0.2, -0.1, 0.0], [-0.1, 0.1, 0.0], [0.0, 0.1, -0.1], [0.2, 0.1, 0.0], [0.1, -0.1, 0.1], [0.0, -0.1, 0.1], [-0.1, 0.0, 0.0], [-0.1, 0.1, 0.0], [0.1, 0.1, -0.1], [0.1, 0.0, 0.0], [0.1, 0.2, 0.0], [0.2, 0.0, 0.0], [0.1, -0.1, 0.1], [-0.1, -0.2, 0.0], [-0.1, 0.0, -0.1], [-0.1, 0.1, 0.0], [0.1, 0.1, 0.0], [0.2, 0.0, 0.1], [0.1, -0.1, 0.0], [-0.1, -0.1, 0.0], [-0.1, 0.0, -0.1], [-0.1, 0.1, 0.0], [0.1, 0.1, 0.2], [-0.1, 0.1, 0.1], [-0.2, 0.1, -0.1], [-0.1, -0.1, -0.2], [0.1, -0.1, -0.1], [0.2, -0.1, 0.1], [0.1, 0.0, 0.1], [-0.1, 0.1, 0.1], [-0.1, 0.1, -0.1], [0.0, 0.0, -0.1], [0.1, -0.1, -0.1], [0.1, -0.1, 0.0], [0.1, -0.1, 0.0], [0.0, 0.1, 0.0], [0.0, 0.4, 0.0], [-0.4, -0.2, 0.1], [-0.1, 0.1, 0.0], [0.0, -0.2, 0.0], [0.1, -0.1, 0.0], [0.1, 0.1, 0.0], [0.0, 0.1, 0.0], [-0.1, 0.3, 0.0], [-0.1, -0.2, -0.1], [0.0, -0.1, 0.0], [0.1, 0.1, 0.2], [-0.1, 0.1, 0.1], [-0.1, 0.1, 0.0], [-0.1, -0.1, -0.2], [0.1, -0.1, -0.1], [0.2, -0.1, 0.1], [0.1, 0.0, 0.1], [-0.1, 0.1, 0.1], [-0.1, 0.1, -0.1], [-0.1, 0.0, -0.1], [0.1, -0.1, -0.1], [0.1, -0.1, 0.1]],
  "mulliken_charge": [-0.85, -0.46, -0.46, 0.03, -0.77, -0.36, 0.32, -0.47, 0.66, -0.35, 0.05, -0.61, -0.20, -0.24, 0.12, -0.05, -0.61, -0.77, -0.86, -0.65, -0.09, -0.19, -1.09, 0.29, 0.16, 0.24, 0.27, 0.32, 0.36, 0.17, -0.02, 0.08, 0.39, 0.22, 0.25, 0.38, 0.43, 0.24, -0.33, 0.34, 0.39, -0.20, 0.21, 0.27, 0.15, 0.12, 0.19, 0.35, 0.83, 0.46, 0.45, 0.13, 0.24, 0.27, 0.35, 0.29, -0.94, -0.42, -0.46, -0.74, -0.21, 0.15, 0.44, 0.46, 0.46, 0.42, 0.40, -0.53, -0.38, -0.48, -0.42, -0.44, -0.43, 0.52, 0.58, 0.41, 0.38, 0.41, 0.38, -0.51, -0.36, -0.43, -0.35, -0.58, -0.19, 0.35, 0.37, 0.38, 0.41, 0.39, 0.49, -0.60, -0.21, -0.45, -0.43, -0.47, -0.29, 0.36, 0.38, 0.53, 0.41, 0.39, 0.41, -0.39, -0.37, -0.48, -0.31, -0.49, -0.35, 0.35, 0.36, 0.39, 0.56, 0.38, 0.35, -0.44, -0.33, -0.47, -0.33, -0.48, -0.31, 0.36, 0.38, 0.40, 0.50, 0.35, 0.35, -0.37, -0.36, -0.36, -0.39, -0.29, -0.41, 0.35, 0.35, 0.35, 0.35, 0.38, 0.41, -0.54, -0.47, -0.36, -0.31, -0.72, -0.10, 0.38, 0.43, 0.30, 0.61, 0.44, 0.38, -0.39, -0.36, -0.39, -0.36, -0.36, -0.36, 0.36, 0.48, 0.36, 0.35, 0.34, 0.35]
}



{
  "formula": "C3H8O",
  "method": "the ωB97M-V functional and the def2-TZVPD basis",
  "lumo_ev": 1.0,
  "de_lowest_kcal_mol": 20.1,
  "smiles": "C=CC.O",
  "energy_ha": -194.3039,
  "homo_lumo_gap_ev": 10.86,
  "homo_ev": -9.90,
  "elements": ["C", "C", "C", "H", "H", "H", "H", "H", "H", "O", "H", "H"],
  "positions_angstrom": [[0.36411, -1.32166, 0.24175], [0.14635, -0.45387, 1.21880], [0.33786, 1.03703, 1.04731], [0.11585, -2.38229, 0.36281], [0.76543, -0.99959, -0.72594], [-0.07761, -0.84809, 2.21881], [0.26231, 1.26545, -0.02913], [1.35820, 1.28093, 1.38794], [-0.37726, 1.67502, 1.59337], [-1.23521, 0.17950, -2.72690], [-1.05700, 1.02778, -2.26116], [-0.60305, -0.46022, -2.32767]],
  "forces_ev_per_a": [[-0.3, -0.4, -0.2], [0.1, 0.2, 0.3], [0.4, -0.2, -0.1], [0.5, 0.4, 0.0], [-0.3, -0.1, 0.2], [-0.3, 0.3, -0.4], [0.1, 0.1, 0.4], [-0.4, 0.2, -0.1], [0.2, -0.5, -0.2], [0.8, 0.2, 0.8], [-0.2, -1.0, -0.5], [-0.7, 0.7, -0.3]],
  "mulliken_charge": [-0.70, 0.03, -0.87, 0.21, 0.30, 0.31, 0.16, 0.25, 0.30, -0.65, 0.34, 0.33]
}



{
  "formula": "CH2ClN",
  "method": "the ωB97M-V functional and the def2-TZVPD basis",
  "lumo_ev": [-1.3, -1.3],
  "de_lowest_kcal_mol": 156.5,
  "energy_ha": -553.9757,
  "homo_lumo_gap_ev": [6.96, 6.96],
  "homo_ev": [-8.24, -8.24],
  "elements": ["C", "N", "Cl", "H", "H"],
  "positions_angstrom": [[2.41914, 0.40418, 0.42644], [-0.98627, 0.19068, -0.14173], [1.17071, -0.08597, -0.41304], [-0.98769, 0.01159, 0.82722], [-1.61588, -0.52048, -0.69889]],
  "forces_ev_per_a": [[-1.9, -0.5, -0.7], [-0.1, -0.5, -2.8], [0.8, 0.3, 0.3], [-0.5, -0.6, 1.5], [1.8, 1.3, 1.7]],
  "mulliken_charge": [0.03, -0.72, 0.25, 0.23, 0.20]
}